70
Properties=species:S:1:pos:R:3:mulliken_charge:R:1 method="wB97M-V/def2-TZVPD" e_homo_ev=-4.8888 orbital_gap_ev=2.067
N 2.4568 4.4782 -0.2376 -0.82
P 2.9384 2.9085 -0.4298 0.68
O 3.1682 2.7872 -2.1888 -0.54
O 4.4424 2.7780 0.4496 -0.58
C 1.5794 1.6575 0.2057 0.80
C 0.1584 2.4248 -0.2321 -0.95
C -1.0428 1.4283 -0.7000 -0.07
C -1.7192 1.8257 -2.1745 -0.08
O -0.9870 2.2800 -3.2207 -0.51
N -3.2235 1.6670 -2.4691 -0.32
C -3.6194 0.2129 -2.3036 0.56
C -5.1998 -0.1206 -1.9697 -0.35
C -5.7371 -1.6782 -1.7777 -0.28
C -4.6475 -2.9303 -1.8824 -0.36
C -3.0540 -2.6397 -2.2203 -0.41
C -2.5882 -1.0655 -2.4422 -0.37
N 1.8313 0.3603 -0.4373 0.79
F 1.6653 0.2614 -1.7526 -0.28
C 2.7185 -0.6289 0.2142 0.46
C 4.3154 -0.5749 -0.1291 -0.79
C 4.7207 -0.4385 -1.7077 -0.31
C 6.3557 -0.7867 -1.7833 -0.53
S 6.7355 -2.4313 -2.5922 -0.26
C 2.2015 -2.1091 -0.3789 -0.37
C 2.4039 -3.3529 0.6537 0.36
O 1.3051 -3.8189 1.2978 -0.48
Cl 4.0007 -4.2480 1.0068 -0.13
C 2.6254 -0.6020 1.8851 -0.70
F 3.8203 -1.2644 2.5314 -0.35
N 2.6970 0.8392 2.4326 0.32
C 1.6258 1.7240 1.8410 -1.74
O 1.8716 3.0840 2.3981 -0.35
I -0.2619 1.0830 2.8333 0.31
H 3.1832 4.9396 0.3853 0.23
H 3.8996 3.4723 -2.3591 0.35
H 4.4742 3.4044 1.2379 0.38
H 0.4046 3.1159 -1.1742 0.55
H -0.2032 3.1932 0.6069 0.33
H -1.9385 1.5530 0.0794 0.37
H -0.7899 0.2869 -0.7139 0.12
H -3.7886 2.3099 -1.8699 0.37
H -6.0289 0.7252 -1.8588 0.20
H -6.8729 -1.9442 -1.5324 0.24
H -4.9644 -4.0459 -1.7227 0.27
H -2.2293 -3.4918 -2.3096 0.27
H -1.4429 -0.9022 -2.6875 0.36
H 4.9298 0.2173 0.5188 0.33
H 4.7639 -1.6318 0.2036 0.36
H 4.2104 -1.2051 -2.4292 0.34
H 4.6181 0.6304 -2.1681 0.08
H 6.8624 0.0524 -2.4646 0.39
H 6.8737 -0.6539 -0.7156 0.30
H 5.7409 -3.3804 -2.3091 0.12
H 1.0334 -1.9846 -0.5881 0.27
H 2.6935 -2.3846 -1.4033 0.33
H 1.6975 -1.1977 2.2749 0.33
H 3.6676 1.2192 2.3931 0.52
H 2.4649 0.7386 3.4659 0.49
H 1.0851 3.3459 2.9723 0.49
C -5.1500 -1.4718 2.2222 -1.07
C -6.2303 -0.3774 2.2281 0.65
C -7.1436 -0.5725 3.4499 -1.40
O -6.9679 -0.5291 1.1419 -0.77
H -5.5763 -2.4827 2.1760 0.31
H -4.4663 -1.3564 1.3717 0.11
H -4.5463 -1.4151 3.1357 0.34
H -5.6981 0.5689 2.3993 0.07
H -7.6435 -1.5501 3.4491 0.32
H -7.9199 0.2016 3.4988 0.32
H -6.5595 -0.5069 4.3756 0.37



83
Properties=species:S:1:pos:R:3:mulliken_charge:R:1 method="wB97M-V/def2-TZVPD" s_squared=15.9446 e_homo_ev="-9.9314 / -9.9710" charge=+1 orbital_gap_ev="5.499 / 7.473" spin_multiplicity=8 e_above_lowest_kj_mol=0.00
Gd -0.3418 1.2392 -0.1405 0.27
C -0.9135 3.5483 -1.4105 0.23
C -2.1547 3.0777 -0.8894 0.46
C -0.8787 3.8173 0.8916 0.85
C -0.1141 3.9934 -0.3007 0.39
C -2.1143 3.2044 0.5371 0.32
C -0.4667 3.4880 -2.8235 -1.49
H -1.0834 2.7901 -3.4031 0.33
H 0.5855 3.1779 -2.8997 0.36
H -0.5394 4.4550 -3.3373 0.28
C 1.3100 4.4081 -0.3522 -1.15
H 1.6448 4.5593 -1.3897 0.43
H 1.9623 3.6490 0.1180 0.02
H 1.4937 5.3418 0.2085 0.34
C -0.4325 4.1125 2.2737 -1.35
H 0.1277 5.0595 2.3388 0.35
H 0.2613 3.3460 2.6431 0.05
H -1.2861 4.1642 2.9628 0.43
C -3.1216 2.6772 1.5001 -1.41
H -3.8343 3.4442 1.8449 0.33
H -2.6421 2.2718 2.4063 0.34
H -3.7265 1.8784 1.0478 0.26
C -3.2646 2.4469 -1.6572 -1.39
H -4.0782 3.1542 -1.8834 0.30
H -3.7249 1.6276 -1.0762 0.30
H -2.9079 2.0623 -2.6247 0.32
C 0.7862 -4.2557 -2.4468 -0.26
C 0.0682 -3.8053 -3.4968 -0.45
C -1.1868 -4.4476 -3.9748 -0.92
C -2.1551 -4.8926 -2.8325 -1.03
C -2.1204 -4.0867 -1.5737 -0.04
C -1.4885 -4.5075 -0.4521 -0.45
C -0.3922 -5.5171 -0.4426 -1.06
C 0.5699 -5.5224 -1.6922 -1.37
H -0.9607 -5.3634 -4.5519 0.43
H -1.9530 -5.9491 -2.5923 0.24
H -1.7212 -3.7675 -4.6589 0.36
H 0.2800 -6.3290 -2.3846 0.35
H 1.7342 -3.7938 -2.1741 0.94
H 0.4669 -3.0353 -4.1630 0.57
H 1.5673 -5.7819 -1.2806 0.40
H 0.2225 -5.3536 0.4670 0.27
H -1.8100 -4.1860 0.5391 0.88
H -0.7788 -6.5547 -0.3706 0.47
H -3.1824 -4.8344 -3.2392 0.43
H -2.7435 -3.1850 -1.5906 0.39
P 0.9114 -0.8732 -1.4063 0.81
P -1.0748 -0.8417 1.6135 0.94
C 0.5207 -2.3146 -0.2940 0.54
C 0.1831 -2.1620 1.2001 -1.49
H 1.3415 -3.0332 -0.3969 0.91
H -0.3209 -2.7388 -0.8621 -1.22
H -0.2432 -3.1174 1.5560 0.53
H 1.1041 -1.9355 1.7648 0.50
C -0.5673 -0.5020 3.3159 -1.27
H -1.3989 -0.0011 3.8257 0.43
H 0.3022 0.1634 3.2848 0.17
H -0.3065 -1.4370 3.8267 0.51
C -2.6507 -1.7553 1.8021 -1.35
H -2.5139 -2.6519 2.4259 0.44
H -3.0618 -2.0437 0.8226 0.30
H -3.3636 -1.0848 2.2928 0.47
C 2.3714 -1.3182 -2.3887 -1.20
H 2.5099 -0.5307 -3.1358 0.39
H 2.2985 -2.2884 -2.9010 0.34
H 3.2400 -1.3161 -1.7057 0.40
C -0.6032 -0.8034 -2.5272 -0.93
H -1.5188 -0.3942 -2.0399 0.32
H -0.8694 -1.8024 -2.9264 -0.20
H -0.3666 -0.1476 -3.3776 0.55
C 1.3058 1.4008 1.4056 -1.17
C 2.1691 2.0147 2.0800 0.99
C 3.1133 2.7383 2.8315 0.27
C 4.2091 3.4023 2.2137 -0.35
C 5.1018 4.1238 3.0051 -0.63
C 4.9236 4.1854 4.3918 -0.35
C 3.8093 3.5978 4.9950 -0.65
C 2.8975 2.8782 4.2276 -0.32
H 4.3282 3.3355 1.1312 0.43
H 5.9465 4.6261 2.5326 0.38
H 5.6571 4.6956 5.0071 0.40
H 3.6425 3.6861 6.0695 0.38
H 2.0103 2.4198 4.6673 0.40



11
Properties=species:S:1:pos:R:3:mulliken_charge:R:1 method="wB97M-V/def2-TZVPD" e_homo_ev=-8.3778 charge=-1 orbital_gap_ev=9.836 e_above_lowest_kj_mol=94.21
Rb -0.1708 1.8840 1.4186 1.03
B 2.0676 -1.1800 1.3314 0.55
F 2.6295 -0.3703 0.3093 -0.39
F 2.7010 -0.8386 2.5672 -0.41
F 0.6833 -0.8928 1.4227 -0.36
F 2.2622 -2.5529 1.0739 -0.38
B -2.0397 0.7719 -1.6507 0.53
F -1.6853 0.4496 -2.9596 -0.38
F -1.0644 0.3282 -0.7204 -0.34
F -2.1039 2.1957 -1.4838 -0.45
F -3.2794 0.2053 -1.3085 -0.39



72
Properties=species:S:1:pos:R:3:mulliken_charge:R:1 method="wB97M-V/def2-TZVPD" e_homo_ev=-9.3495 orbital_gap_ev=9.607 e_above_lowest_kj_mol=185.07
C 3.6481 1.0897 -1.6662 -0.45
C 5.0443 0.5100 -1.5727 -0.35
O 6.0043 1.5644 -1.6660 -0.54
H 2.9424 0.3236 -1.3233 -0.03
H 3.3664 1.2147 -2.7128 0.32
H 3.5211 1.9796 -1.0598 0.16
H 5.2155 -0.2576 -2.3369 0.28
H 5.2192 -0.0212 -0.6284 0.29
H 6.7894 1.3422 -1.1650 0.30
C 1.9010 -1.3703 3.7969 -0.72
C 2.2972 -2.6597 3.0791 -0.19
O 2.6974 -2.4097 1.7472 -0.58
H 2.6453 -0.5827 3.6786 0.17
H 1.7764 -1.5425 4.8710 0.43
H 0.9580 -0.9659 3.4223 0.01
H 1.4708 -3.3784 3.1031 0.17
H 3.1232 -3.1078 3.6333 0.33
H 2.0868 -1.7856 1.3222 0.30
C -0.5071 0.3077 -1.1898 -0.68
C -0.4038 -0.7494 -0.0946 0.09
O 0.8137 -0.5814 0.6271 0.18
H -0.3641 1.3091 -0.7759 0.21
H -1.4996 0.3322 -1.6496 0.20
H 0.2561 0.1553 -1.9521 -0.03
H -0.3560 -1.7600 -0.4914 0.57
H -1.2116 -0.5979 0.6306 -0.30
H 0.8553 0.2969 1.0513 -0.07
C -2.3597 -1.8281 3.4274 -0.83
C -1.9810 -2.9685 2.5073 -0.11
O -1.4573 -4.0556 3.2698 -0.57
H -1.5035 -1.3910 3.9398 0.18
H -3.0534 -2.2272 4.1669 0.41
H -2.8243 -1.0486 2.8207 0.10
H -1.2466 -2.6795 1.7458 0.15
H -2.8730 -3.3094 1.9642 0.36
H -1.3761 -4.8238 2.6993 0.32
C 3.1671 2.0089 1.8553 -1.13
C 1.8684 2.7638 1.6252 -0.24
O 0.7617 1.9122 1.9088 -0.48
H 3.2635 1.8925 2.9356 0.36
H 4.0098 2.5817 1.4726 0.37
H 3.1477 1.0331 1.3719 0.13
H 1.7851 3.1120 0.5862 0.32
H 1.8285 3.6687 2.2405 0.39
H -0.0484 2.4568 1.8771 0.21
C -4.1462 -1.6874 -2.8338 -1.19
C -4.3453 -0.4846 -1.9364 0.27
O -5.7273 -0.5331 -1.5753 -0.56
H -4.5567 -2.5806 -2.3667 0.33
H -3.0946 -1.8691 -3.0604 0.32
H -4.6769 -1.5017 -3.7665 0.33
H -4.1315 0.4304 -2.4957 0.26
H -3.7559 -0.4923 -1.0163 -0.02
H -6.0193 0.1606 -0.9818 0.29
C 0.2450 -0.5438 -5.7572 -1.10
C 1.3339 0.2535 -5.0302 0.26
O 1.6043 1.4755 -5.7198 -0.54
H 0.1363 -1.5280 -5.2950 0.30
H 0.5112 -0.7274 -6.7990 0.39
H -0.6649 0.0473 -5.6810 0.30
H 2.2440 -0.3422 -4.8985 0.27
H 0.9564 0.4996 -4.0377 -0.17
H 2.0041 1.2125 -6.5566 0.32
C -3.7184 2.2031 2.3883 -1.37
C -2.6521 2.3263 1.3221 0.73
O -1.6698 3.2789 1.6976 -0.59
H -4.3043 3.1245 2.4479 0.40
H -3.2020 2.0260 3.3338 0.33
H -4.4510 1.4092 2.2406 0.33
H -3.1012 2.5662 0.3505 0.27
H -2.1497 1.3719 1.1587 -0.44
H -2.0664 4.1514 1.7756 0.29



98
Properties=species:S:1:pos:R:3:mulliken_charge:R:1 method="wB97M-V/def2-TZVPD" e_homo_ev=-9.8948 charge=+1 orbital_gap_ev=5.606 e_above_lowest_kj_mol=0.00
Ta -0.0144 0.0502 0.0744 2.25
C -7.2048 -0.7877 -2.2993 -0.48
C -6.4149 -0.2465 -3.3029 -0.86
C -5.0522 -0.0819 -3.1052 -0.06
C -4.4700 -0.4625 -1.8997 -0.69
C -5.2658 -1.0175 -0.9002 -0.16
C -6.6288 -1.1736 -1.0974 -0.83
C -3.0110 -0.3117 -1.6719 1.54
C -2.4324 0.9453 -1.6505 0.53
C -3.0795 2.1682 -1.9863 -1.42
C -2.1236 3.1302 -2.0154 -1.49
C -0.8984 2.5170 -1.6271 0.63
N -1.0833 1.1723 -1.4059 -0.32
C 0.2961 3.2105 -1.4634 1.14
C 1.4452 2.6726 -0.9220 0.39
C 2.6591 3.4152 -0.7948 -1.46
C 3.5248 2.6541 -0.0939 -1.66
C 2.8687 1.4130 0.1979 0.23
C 3.4267 0.3005 0.8365 0.27
C 4.4060 0.3569 1.9586 1.43
C 4.5521 -0.7667 2.7914 -0.01
C 5.3925 -0.7614 3.8922 -1.32
C 6.1013 0.3795 4.2254 -0.46
C 5.9159 1.5245 3.4661 -1.06
C 5.0726 1.5205 2.3684 -0.50
C 2.9742 -0.9589 0.3942 0.79
N 1.7304 -1.2265 -0.1316 0.18
C 1.7867 -2.5553 -0.5455 0.17
C 0.7533 -3.3000 -1.0757 1.33
C 0.9924 -4.7454 -1.3410 -0.20
C 1.1340 -5.6374 -0.2819 0.10
C 1.3488 -6.9845 -0.5308 -0.89
C 1.4303 -7.4464 -1.8366 -0.42
C 1.2903 -6.5602 -2.8949 -0.85
C 1.0663 -5.2141 -2.6494 0.08
C -0.5069 -2.7830 -1.3608 0.20
C -1.6136 -3.5908 -1.7513 -1.40
C -2.6854 -2.7679 -1.8577 -1.76
C -2.2247 -1.4525 -1.5683 0.79
N -0.8748 -1.4609 -1.2698 -0.49
C 3.0956 -3.0754 -0.3274 -1.27
C 3.8207 -2.1045 0.2733 -1.89
N 1.6116 1.4063 -0.3765 0.39
C 0.3100 4.6502 -1.8503 -0.57
C 0.1779 5.6278 -0.8696 0.26
C 0.1814 6.9680 -1.2261 -0.91
C 0.3201 7.3355 -2.5571 -0.40
C 0.4486 6.3609 -3.5362 -0.90
C 0.4392 5.0187 -3.1852 0.28
H -8.2675 -0.9145 -2.4560 0.41
H -6.8586 0.0434 -4.2460 0.40
H -4.4334 0.3284 -3.8936 0.55
H -4.8106 -1.3286 0.0329 0.53
H -7.2406 -1.5997 -0.3135 0.43
H -4.1294 2.2699 -2.2006 0.68
H -2.2361 4.1739 -2.2537 0.59
H 2.8300 4.3866 -1.2268 0.60
H 4.5580 2.8788 0.0875 0.71
H 3.9820 -1.6651 2.6063 0.55
H 5.4759 -1.6539 4.4981 0.41
H 6.7594 0.3884 5.0834 0.42
H 6.4190 2.4427 3.7382 0.43
H 4.9213 2.4566 1.8666 0.26
H 1.0575 -5.2738 0.7356 0.51
H 1.4485 -7.6746 0.2963 0.40
H 1.6001 -8.4971 -2.0296 0.40
H 1.3561 -6.9170 -3.9141 0.41
H 0.9567 -4.5198 -3.4736 0.47
H -1.5711 -4.6539 -1.9138 0.57
H -3.6944 -3.0186 -2.1371 0.55
H 3.4225 -4.0538 -0.6349 0.64
H 4.8648 -2.1279 0.5324 0.79
H 0.0483 5.3290 0.1634 0.47
H 0.0714 7.7267 -0.4626 0.41
H 0.3246 8.3818 -2.8320 0.40
H 0.5558 6.6446 -4.5746 0.41
H 0.5372 4.2541 -3.9464 0.48
O 1.1467 0.0506 2.4947 0.43
C 0.5486 -0.2890 3.7588 -0.84
C -0.6345 0.6048 4.0906 -1.11
N -1.7759 0.4472 3.2246 0.33
C -2.3727 -0.8433 3.1193 -0.94
C -1.6167 -1.8002 2.1903 0.66
O -1.6607 -2.9948 2.2650 -0.61
O -0.9044 -1.1617 1.2604 -0.60
C -2.3922 1.6241 2.6998 -1.02
C -1.5370 2.3457 1.6542 0.39
O -1.6961 3.4965 1.3519 -0.57
O -0.5975 1.5803 1.1050 -0.31
H 2.0192 -0.3590 2.4798 -0.16
H 1.2997 -0.1489 4.5402 0.58
H 0.2610 -1.3452 3.7612 0.45
H -0.3036 1.6441 4.0437 0.36
H -0.8939 0.3972 5.1405 0.46
H -3.3859 -0.7597 2.7182 0.34
H -2.4648 -1.3519 4.0857 0.31
H -2.6454 2.3672 3.4642 0.36
H -3.3296 1.3644 2.2010 0.33



25
Properties=species:S:1:pos:R:3:mulliken_charge:R:1 method="wB97M-V/def2-TZVPD" e_homo_ev=-8.0837 orbital_gap_ev=8.931 e_above_lowest_kj_mol=134.16
C 1.6404 0.8617 -0.0272 -0.76
N 1.6313 -0.5721 -0.3802 -0.28
C 0.7529 -1.4457 0.3493 -0.89
C -0.7031 -1.7052 -0.2211 0.92
C -1.7878 -1.0854 0.6433 -1.37
C -0.9017 -3.2223 -0.3814 -1.65
C 0.7379 1.7910 -0.7916 -0.64
H 2.6861 1.1280 -0.2601 0.39
H 1.6187 1.0109 1.0516 0.36
H 1.8447 -0.6431 -1.3644 0.23
H 1.2967 -2.3640 0.5483 0.44
H 0.5355 -0.9315 1.2881 0.21
H -0.7206 -1.1361 -1.1579 0.20
H -1.4823 -1.0135 1.6938 0.32
H -2.1660 -0.1146 0.3171 0.33
H -2.7002 -1.6919 0.6932 0.36
H -1.7033 -3.5741 -1.0232 0.38
H -0.9213 -3.6913 0.6054 0.38
H 0.0559 -3.5910 -0.7632 0.43
H -0.2766 1.3938 -0.8120 0.22
H 1.1271 2.1334 -1.7509 0.33
H 0.6857 2.7525 -0.2585 0.09
H -0.7761 5.6428 1.3024 0.31
H 0.0374 5.1401 -0.0196 0.31
O -0.5113 4.9277 0.7189 -0.64



19
Properties=species:S:1:pos:R:3:mulliken_charge:R:1 method="wB97M-V/def2-TZVPD" e_homo_ev=-7.7090 orbital_gap_ev=8.392 e_above_lowest_kj_mol=405.07
C -1.4669 0.0332 -0.1272 0.29
C -2.2340 -1.1953 -0.4921 -1.29
C 1.4535 1.6252 0.1125 -1.57
C -0.3238 -0.0976 0.7998 -0.09
C 0.9701 0.1915 0.0140 1.32
C 1.9120 -0.8194 -0.0107 -1.16
O -0.2725 0.3507 -1.4202 -0.59
N -0.3890 -0.5272 1.9963 -0.72
H -0.2603 1.2304 -1.8421 0.29
H -2.0387 0.9517 -0.0281 0.37
H 0.5703 -0.7106 2.3233 0.37
H -2.9580 -0.9903 -1.2834 0.36
H -1.5633 -1.9834 -0.8401 0.32
H -2.7574 -1.5820 0.3918 0.35
H 1.8989 1.9198 -0.8406 0.37
H 0.6415 2.3313 0.2991 0.38
H 2.2135 1.7342 0.8890 0.37
H 1.6319 -1.8599 0.0925 0.31
H 2.9722 -0.6022 -0.0337 0.29



89
Properties=species:S:1:pos:R:3:mulliken_charge:R:1 method="wB97M-V/def2-TZVPD" e_homo_ev=-8.9418 charge=+1 orbital_gap_ev=5.579 e_above_lowest_kj_mol=0.00
Y 0.2181 -0.4811 -1.1144 0.71
O -6.4849 -3.4437 -2.4935 -0.51
C -5.5517 -3.0084 -3.4748 -0.57
C -4.2404 -2.5160 -2.9010 0.22
C -3.3245 -1.8565 -3.7879 -0.77
C -2.0973 -1.4527 -3.3776 -0.55
N -1.6630 -1.6998 -2.0654 -0.12
C -2.5276 -2.2212 -1.1571 1.24
C -3.8206 -2.6320 -1.6055 -1.11
C -2.2434 -2.2315 0.2442 0.37
C -3.1817 -2.7673 1.1441 -0.81
C -2.9459 -2.7237 2.5314 0.37
C -4.0661 -3.0295 3.5087 -0.60
O -5.2416 -3.5152 2.7304 -0.50
C -1.6826 -2.2912 2.9467 -1.13
C -0.7863 -1.7866 2.0521 -0.57
N -1.0527 -1.7196 0.7169 0.32
H -7.0713 -4.1147 -2.8355 0.32
H -6.0017 -2.0922 -3.8976 0.26
H -5.3396 -3.8223 -4.2812 0.34
H -3.5764 -1.5796 -4.8015 0.44
H -1.4184 -0.8756 -4.0094 0.31
H -4.4922 -3.0301 -0.8774 0.82
H -4.1360 -3.1447 0.7052 0.70
H -4.2888 -2.1071 4.0962 0.29
H -3.7640 -3.7302 4.2629 0.42
H -5.7513 -4.0570 3.3297 0.31
H -1.4191 -2.2083 4.0409 0.34
H 0.2167 -1.4608 2.3135 0.56
Cl 3.8814 4.6149 -5.2652 -0.20
C 2.7353 3.3889 -4.7801 0.12
C 3.1861 2.5763 -3.7021 -0.79
C 2.3833 1.5387 -3.1603 0.50
Cl 2.9325 0.6607 -1.6291 -0.27
C 1.1548 1.2242 -3.7463 -0.16
O 0.2941 0.5124 -3.0043 -0.53
C 0.7871 1.9438 -4.9216 0.28
Cl -0.8019 1.6696 -5.6292 -0.21
C 1.5806 2.9694 -5.4730 -0.44
H 4.1576 2.6628 -3.3702 0.54
H 1.2664 3.5426 -6.3656 0.39
C 1.7352 6.4095 2.5961 -1.04
C 0.3643 5.8748 2.2708 -0.34
N 0.0146 4.8491 3.2321 0.24
C 0.1675 5.2232 4.6066 -0.73
C 1.4385 4.6471 5.2747 -1.15
C -0.2950 3.5733 2.8863 0.22
O -0.2989 2.6086 3.7391 -0.69
C -0.6525 3.2240 1.4761 -0.54
C -1.7164 3.7829 0.8307 0.39
C -2.2127 3.2955 -0.4318 -1.09
C -1.7199 2.0740 -0.8840 -0.17
N -0.6532 1.5437 -0.2778 0.21
C -0.0891 2.1145 0.8366 -0.08
H 2.2778 6.9213 1.7944 0.38
H 2.3740 5.5619 2.9336 0.30
H 1.7259 7.0502 3.5094 0.33
H 0.3120 5.4588 1.1869 0.29
H -0.4739 6.6634 2.2542 0.22
H -0.8557 4.9742 5.0686 0.43
H 0.2160 6.3599 4.5537 0.45
H 1.8746 3.7198 4.8428 0.30
H 1.0726 4.4320 6.3183 0.32
H 2.1682 5.4197 5.4757 0.40
H -2.2774 4.6372 1.2516 0.44
H -2.9704 3.7640 -1.0363 0.44
H -2.0891 1.6909 -1.8533 0.37
H 0.8223 1.5981 1.2389 0.45
C 2.0079 -4.6965 0.0058 -1.91
C 2.8525 -3.6196 -0.6316 1.09
C 3.3089 -4.1078 -1.9704 -1.81
O 1.8339 -2.3776 -0.8383 0.66
B 1.9276 -1.7191 0.3489 -0.08
O 3.0132 -2.0882 1.1337 -0.35
C 3.8942 -2.9989 0.3113 1.85
C 4.6609 -3.9341 1.1330 -1.88
C 4.8275 -2.0505 -0.4002 -1.72
H 1.1176 -4.8918 -0.5643 0.53
H 1.6836 -4.2563 0.9528 0.31
H 2.6381 -5.5988 0.1154 0.37
H 2.4573 -4.5948 -2.4028 0.52
H 4.1051 -4.8604 -1.8711 0.36
H 3.6381 -3.2864 -2.6216 0.31
H 4.0150 -4.3321 1.9516 0.34
H 5.4919 -3.5083 1.7218 0.47
H 5.2202 -4.6781 0.5991 0.37
H 4.3145 -1.5460 -1.2372 0.08
H 5.6961 -2.6295 -0.7272 0.39
H 5.2139 -1.4026 0.4017 0.46